Entry 1:
# C2H8O2

A cluster of 2 separate species, C2H8O2 in total in a non-equilibrium geometry (the ωB97M-V functional and the def2-TZVPD basis, OMol25).

Its SMILES is CO.CO. Its electronic energy is -6297.3816 eV. The highest occupied orbital energy is -10.185 eV. The calculation puts the HOMO-LUMO gap at 11.1 eV. The total charge is 0.

CARTESIAN COORDINATES (ANGSTROEM)
H1 0.342 1.895 2.652
H2 1.257 0.535 0.472
C1 1.306 1.503 0.998
H3 2.113 1.454 1.749
C2 -1.126 -1.230 -1.204
H4 1.554 2.290 0.266
H5 -2.225 -1.220 -1.109
H6 -0.687 -1.355 -0.200
H7 -0.800 -0.259 -1.613
H8 -1.267 -3.069 -1.848
O1 -0.586 -2.364 -1.865
O2 0.120 1.822 1.700

Cartesian forces, eV/Å:
-0.335 -0.084 -1.065
-0.228 0.310 0.260
0.869 0.094 0.371
0.113 -0.109 -0.640
0.392 -0.122 1.522
-0.157 -0.246 0.248
0.387 -0.120 -0.249
-0.527 0.869 0.092
0.018 -0.663 -0.223
0.750 0.674 -0.092
-1.015 -0.623 -1.034
-0.267 0.020 0.810

Entry 2:
# C2H8O3

A cluster of 3 separate species, C2H8O3 in total in a non-equilibrium geometry (the ωB97M-V functional and the def2-TZVPD basis, OMol25).

The multiplicity is 2. Its electronic energy is -8344.7376 eV. The highest occupied orbital energy (alpha / beta) is 0.443 / -3.147 eV. The calculation puts the HOMO-LUMO gap (alpha / beta) at 3.7 / 7.2 eV. The total charge is -1.

CARTESIAN COORDINATES (ANGSTROEM)
H1 1.202 -1.133 1.624
H2 -1.235 0.750 1.869
C1 0.285 1.413 0.368
H3 0.657 -1.998 2.754
H4 -0.764 -0.426 0.612
O1 0.778 -1.990 1.798
O2 -1.016 -0.452 -3.021
H5 -1.706 -0.989 -2.623
H6 0.134 2.509 0.412
H7 -1.190 0.437 -2.688
O3 1.381 0.805 0.063
H8 -1.866 0.798 0.242
C2 -0.924 0.631 0.817

Cartesian forces, eV/Å:
-0.148 0.133 -0.520
0.152 -0.072 0.269
-1.071 0.062 -0.210
-0.043 0.020 -0.112
0.296 -0.175 0.329
0.272 -0.097 0.416
-0.321 0.039 -0.289
0.098 -0.011 0.117
0.547 -0.033 -0.066
0.310 -0.030 0.222
0.403 0.025 0.412
0.285 0.481 0.138
-0.779 -0.342 -0.706

Entry 3:
# C2H8O3

A cluster of 3 separate species, C2H8O3 in total (the ωB97M-V functional and the def2-TZVPD basis, OMol25).

Its SMILES is CC=O.O.O. Its electronic energy is -8345.7204 eV. The highest occupied orbital energy is -10.114 eV. The calculation puts the HOMO-LUMO gap at 10.9 eV. The total charge is 0.

CARTESIAN COORDINATES (ANGSTROEM)
H1 -1.237 1.161 2.149
O1 -0.225 -1.791 -2.948
H2 -0.421 -2.617 -2.494
H3 -0.014 -1.994 -3.871
C1 -0.701 1.306 1.199
H4 2.973 0.605 2.156
O2 0.117 2.184 1.091
H5 -0.378 0.348 -0.693
O3 2.334 0.022 1.725
H6 -1.044 -0.679 0.540
H7 1.775 0.640 1.231
H8 -2.099 0.483 -0.219
C2 -1.081 0.333 0.134

Cartesian forces, eV/Å:
-0.090 0.130 0.251
0.015 0.206 -0.099
0.094 -0.023 -0.304
-0.116 -0.168 0.430
-0.290 -0.020 0.003
-0.110 -0.193 -0.044
0.093 -0.125 -0.082
-0.052 0.252 -0.229
0.001 0.329 -0.053
-0.102 -0.011 0.214
0.144 -0.086 0.083
-0.098 0.196 0.012
0.512 -0.488 -0.180

Entry 4:
# C2H8O4

A cluster of 3 separate species, C2H8O4 in total in a non-equilibrium geometry (the ωB97M-V functional and the def2-TZVPD basis, OMol25).

Its SMILES is CC(=O)O.O.O. Its electronic energy is -10393.8305 eV. The highest occupied orbital energy is -10.584 eV. The calculation puts the HOMO-LUMO gap at 11.1 eV. The total charge is 0.

CARTESIAN COORDINATES (ANGSTROEM)
C1 1.065 -1.461 0.320
H1 -3.379 1.852 0.413
O1 -2.748 1.551 -0.276
O2 -1.226 -1.467 0.119
H2 1.779 -0.712 0.743
H3 3.022 0.774 1.028
H4 -1.923 1.815 0.185
O3 3.086 0.971 0.071
H5 -2.057 -0.969 -0.131
H6 2.485 1.756 -0.143
H7 1.659 -1.856 -0.591
O4 -0.120 0.493 -0.417
C2 -0.123 -0.669 -0.071
H8 0.827 -2.264 1.023

Cartesian forces, eV/Å:
2.515 0.227 -0.690
-0.007 -0.352 -0.863
-0.023 0.701 1.765
-0.883 1.628 -0.802
-0.628 -0.959 -0.162
-0.081 0.658 -0.845
-0.121 -0.521 -0.943
-0.823 1.360 0.067
1.175 -0.334 0.275
1.124 -1.810 0.797
-1.263 0.476 1.316
-0.339 -1.006 0.209
-0.717 -0.246 0.203
0.071 0.181 -0.326

Entry 5:
# C2H8O4P

The ion C2H8O4P with charge +1 in a non-equilibrium geometry (the ωB97M-V functional and the def2-TZVPD basis, OMol25).

Its electronic energy is -19675.3334 eV. The highest occupied orbital energy is -15.227 eV. The calculation puts the HOMO-LUMO gap at 10.2 eV. The total charge is +1.

CARTESIAN COORDINATES (ANGSTROEM)
O1 -3.148 1.053 -0.123
P1 -1.953 0.099 -0.002
H1 0.895 1.144 -1.458
H2 -2.263 -0.425 -2.050
H3 1.515 1.681 -0.103
H4 -3.260 1.456 0.740
H5 1.976 -0.482 1.186
O2 -2.058 -0.838 1.198
H6 -1.251 -0.916 1.755
O3 -1.954 -0.838 -1.256
C1 0.909 0.873 -0.322
C2 1.527 -0.397 0.177
H7 0.870 -1.284 0.102
H8 2.483 -0.749 -0.392
O4 -0.269 1.250 0.421

Cartesian forces, eV/Å:
0.090 -0.144 -0.077
4.707 1.329 -0.296
-0.782 -1.571 1.561
-0.359 0.382 -1.371
1.582 1.764 1.206
-0.713 0.962 0.551
-0.839 1.050 -0.087
0.464 -0.249 1.036
-0.449 0.020 -0.180
0.595 0.593 1.582
-0.325 0.193 -1.322
2.173 -2.592 -0.908
-0.036 0.392 -0.200
-1.814 0.946 0.276
-4.293 -3.076 -1.773

Entry 6:
# C2H8OS

A cluster of 2 separate species, C2H8OS in total in a non-equilibrium geometry (the ωB97M-V functional and the def2-TZVPD basis, OMol25).

Its SMILES is CO.CS. Its electronic energy is -15085.3833 eV. The highest occupied orbital energy is -9.072 eV. The calculation puts the HOMO-LUMO gap at 10.1 eV. The total charge is 0.

CARTESIAN COORDINATES (ANGSTROEM)
S1 -0.814 4.438 -2.623
H1 -2.518 4.063 -0.861
H2 2.212 -5.144 3.551
H3 0.469 4.107 -2.405
C1 1.907 -6.164 3.333
H4 0.202 -6.659 2.605
H5 2.752 -6.748 2.979
O1 0.861 -6.011 2.368
C2 -1.410 3.935 -0.898
H6 1.563 -6.742 4.207
H7 -1.317 2.863 -0.733
H8 -0.865 4.666 -0.282

Cartesian forces, eV/Å:
-0.483 -0.600 0.811
0.891 0.533 -0.116
0.280 -0.167 0.529
-0.107 0.032 -0.015
-0.405 -0.123 0.030
-0.356 -0.144 -0.254
0.184 0.102 -0.544
0.330 -0.367 0.210
-0.572 0.748 -1.325
-0.033 0.699 0.029
0.795 0.236 0.221
-0.525 -0.949 0.423

Computed ΔE to the lowest compared entry with this formula, charge and spin, in the same sequence as the records: 99.3 55.9 27.1 83.3 222.4 105.7 kJ/mol.